ORCA calculation (ωB97M-V with the def2-TZVPD basis set) on a single C5H10N2O molecule.

Computed properties:
SMILES string: [H]/N=C/C[C@](C)(O)N=C
Orbital gap (eV): 10.607
Total energy (Eh): -381.22978
F_max (eV Å⁻¹): 0.88
LUMO energy (eV): 0.8987
Energy above the lowest of the compared OMol25 structures with the same formula, charge and spin (kcal per mole): 34.9

Geometry (Å):
H: 3.394319 -1.096279 0.761047
N: 2.571494 -0.636796 1.145138
C: 1.882366 0.014579 0.325071
C: 0.655502 0.725621 0.789039
C: -0.587059 0.335913 -0.048428
C: -0.614559 1.073062 -1.390508
O: -1.768435 0.697185 0.629289
N: -0.451177 -1.068249 -0.339445
C: -1.350085 -1.900584 -0.089493
H: 2.106492 0.118516 -0.743624
H: 0.801667 1.805386 0.716553
H: 0.489359 0.463547 1.836431
H: -1.514310 0.788307 -1.929450
H: 0.254729 0.807219 -1.982106
H: -0.635922 2.144353 -1.213827
H: -1.749581 0.326038 1.519389
H: -2.316415 -1.664914 0.364987
H: -1.168384 -2.932905 -0.350062

Force components x, y, z for each atom (eV/Å):
H -0.100 0.161 -0.309
N 0.388 -0.387 0.693
C -0.047 0.252 -0.392
C -0.394 -0.019 -0.114
C 0.304 0.366 -0.067
C -0.150 -0.135 0.396
O -0.246 0.063 0.038
N 0.403 -0.094 -0.309
C -0.429 -0.134 0.163
H 0.147 -0.113 0.071
H -0.064 0.043 0.043
H 0.023 0.003 -0.014
H -0.052 -0.041 -0.085
H 0.083 -0.003 -0.079
H 0.027 0.106 0.001
H 0.062 0.050 -0.009
H 0.043 0.148 0.015
H 0.003 -0.267 -0.040

The Mulliken scheme yields these atomic charges, measured in e: 0.257, -0.622, 0.067, -0.895, 1.192, -1.560, -0.616, -0.411, -0.395, 0.346, 0.339, 0.293, 0.388, 0.340, 0.382, 0.382, 0.236, 0.277